Molecular formula: C52H46BBrCdF4IN7O2S4
Method: DFT, the ωB97M-V functional and the def2-TZVPD basis

- HOMO (spin up / spin down) (eV) = -7.4 / -7.4
- net charge = 0
- Kohn-Sham gap (spin up / spin down) (eV) = 7.01 / 7.01
- electronic energy (a.u.) = -7599.6812
- energy above the lowest of the compared OMol25 structures with the same formula, charge and spin (eV) = 1.090

```
119
Properties=species:S:1:pos:R:3:lowdin_charge:R:1
Cd 14.15 15.06 12.58 1.31
C 12.27 10.84 13.71 -0.04
C 12.92 12.02 13.02 -0.29
N 13.44 13.01 13.75 -0.05
N 13.33 12.86 15.08 -0.06
C 14.07 13.73 15.79 -0.91
N 13.74 13.82 17.10 0.07
S 15.28 14.76 15.15 0.53
C 12.99 12.10 11.60 -0.27
C 12.51 11.02 10.81 0.00
C 12.73 11.04 9.44 -0.05
C 13.42 12.12 8.89 -0.06
C 13.82 13.15 9.73 -0.23
N 13.64 13.15 11.06 -0.02
H 12.31 11.00 14.78 0.05
H 11.21 10.72 13.39 0.09
H 12.81 9.92 13.43 0.09
H 13.21 13.09 17.56 0.10
H 14.39 14.30 17.70 0.08
H 11.99 10.23 11.33 0.10
H 12.42 10.24 8.80 0.11
H 13.61 12.19 7.83 0.11
H 14.36 13.99 9.35 0.09
C 18.29 7.76 16.65 -0.06
C 17.91 9.00 15.90 -0.28
C 18.86 9.70 15.15 -0.02
C 18.52 10.85 14.43 -0.06
C 17.22 11.29 14.37 -0.36
C 16.24 10.60 15.10 -0.06
C 16.61 9.51 15.88 -0.04
S 16.96 12.75 13.34 0.89
O 18.17 13.53 13.63 -0.50
C 17.16 11.98 11.69 -0.26
C 16.36 10.83 11.47 -0.07
C 16.23 10.27 10.23 -0.03
C 16.86 10.84 9.09 -0.17
C 16.70 10.30 7.79 -0.04
C 17.33 10.89 6.72 -0.08
C 18.13 12.04 6.91 -0.07
C 18.26 12.60 8.14 -0.01
C 17.65 12.02 9.29 -0.09
C 17.85 12.57 10.64 -0.14
C 18.94 13.51 10.82 -0.14
C 20.27 12.95 10.66 -0.08
C 20.46 11.53 10.56 0.00
C 21.72 11.02 10.45 -0.08
C 22.85 11.83 10.48 -0.08
C 22.69 13.18 10.63 -0.03
C 21.41 13.79 10.75 -0.15
C 21.23 15.17 10.99 0.00
C 19.97 15.70 11.17 -0.06
C 18.81 14.88 11.08 -0.29
S 17.38 15.76 11.70 1.07
O 16.09 14.97 11.33 -0.64
C 17.34 17.14 10.56 -0.40
C 17.59 18.42 11.00 -0.09
C 17.40 19.48 10.14 -0.03
C 17.04 19.31 8.80 -0.26
C 16.84 20.49 7.89 -0.05
C 16.89 17.98 8.37 -0.02
C 17.04 16.90 9.23 -0.06
H 19.39 7.73 16.77 0.08
H 17.96 6.85 16.12 0.09
H 17.81 7.75 17.66 0.09
H 19.90 9.39 15.17 0.11
H 19.26 11.41 13.88 0.11
H 15.19 10.91 15.05 0.10
H 15.85 9.04 16.49 0.11
H 15.78 10.41 12.28 0.10
H 15.68 9.35 10.09 0.11
H 16.07 9.40 7.67 0.12
H 17.21 10.50 5.71 0.10
H 18.59 12.50 6.07 0.10
H 18.79 13.52 8.28 0.11
H 19.61 10.88 10.61 0.11
H 21.83 9.94 10.38 0.11
H 23.82 11.38 10.38 0.11
H 23.54 13.85 10.66 0.11
H 22.07 15.83 11.03 0.11
H 19.86 16.77 11.36 0.11
H 17.86 18.57 12.05 0.12
H 17.58 20.47 10.55 0.12
H 16.06 21.19 8.28 0.10
H 16.52 20.18 6.89 0.07
H 17.76 21.09 7.81 0.09
H 16.61 17.82 7.33 0.11
H 16.81 15.90 8.91 0.11
F 14.60 17.26 12.03 -0.02
B 14.23 18.63 11.87 -1.29
F 12.88 18.80 12.21 0.10
F 15.04 19.35 12.79 0.09
F 14.42 19.05 10.57 0.16
C 10.05 13.70 16.83 -0.12
C 9.58 14.68 15.77 -0.24
C 10.69 15.68 15.38 -0.64
N 11.25 15.63 14.22 -0.03
N 12.30 16.46 14.08 -0.08
C 12.47 17.23 15.15 -0.67
N 13.35 18.28 15.16 0.12
S 11.34 16.86 16.45 1.07
H 9.38 12.82 16.89 0.08
H 10.09 14.18 17.82 0.07
H 11.05 13.28 16.55 0.05
H 8.68 15.24 16.06 0.10
H 9.35 14.16 14.81 0.12
H 13.87 18.54 14.32 0.08
H 13.34 18.85 16.01 0.11
Br 9.72 15.98 7.64 0.65
C 9.54 17.20 9.13 -0.70
C 8.57 18.20 9.08 -0.14
C 8.49 19.13 10.11 -0.08
C 9.37 19.09 11.19 -0.06
C 10.26 18.04 11.29 -0.15
C 10.32 17.11 10.28 -0.66
I 11.76 15.56 10.43 1.05
H 7.97 18.31 8.19 0.10
H 7.75 19.92 10.07 0.10
H 9.33 19.87 11.94 0.11
H 10.93 17.98 12.13 0.07
```

---

Molecular formula: C19H22N2O4S
Method: DFT, the ωB97M-V functional and the def2-TZVPD basis

- HOMO (eV) = -8.8
- net charge = 0
- Kohn-Sham gap (eV) = 9.19
- electronic energy (a.u.) = -1545.8773
- structure (SMILES) = O=C(N[C@@H]1C[C@H]2CCC[C@@H](C1)N2S(=O)(=O)c1ccccc1)c1ccco1
- energy above the lowest of the compared OMol25 structures with the same formula, charge and spin (eV) = 1.594

```
48
Properties=species:S:1:pos:R:3:lowdin_charge:R:1
O -2.86 -2.03 -1.51 0.08
C -2.54 -1.45 -0.48 -0.42
N -1.30 -1.54 0.07 0.12
C -0.24 -2.32 -0.54 -0.27
C 0.70 -2.83 0.56 -0.06
C 1.51 -1.65 1.14 -0.29
C 3.03 -1.83 1.00 -0.13
C 3.44 -1.83 -0.47 -0.18
C 2.91 -0.58 -1.17 -0.13
C 1.40 -0.41 -0.93 -0.29
C 0.54 -1.52 -1.59 -0.05
N 1.10 -0.43 0.48 -0.21
S 0.97 0.92 1.43 0.70
O 2.23 1.27 2.03 -0.28
O -0.12 0.62 2.33 -0.29
C 0.47 2.20 0.30 -0.28
C 1.38 3.19 -0.03 -0.05
C 0.99 4.21 -0.89 -0.06
C -0.29 4.22 -1.41 -0.07
C -1.20 3.23 -1.07 -0.05
C -0.82 2.21 -0.21 -0.04
C -3.46 -0.59 0.29 -0.19
C -3.30 0.13 1.45 -0.02
C -4.55 0.75 1.69 -0.05
C -5.37 0.36 0.68 -0.11
O -4.72 -0.45 -0.17 0.08
H -1.06 -0.98 0.87 0.10
H -0.74 -3.16 -1.05 0.15
H 1.37 -3.58 0.14 0.12
H 0.11 -3.30 1.34 0.12
H 1.27 -1.51 2.20 0.14
H 3.33 -2.76 1.49 0.12
H 3.51 -0.99 1.51 0.11
H 3.06 -2.72 -0.97 0.10
H 4.53 -1.85 -0.54 0.11
H 3.11 -0.61 -2.24 0.12
H 3.41 0.30 -0.75 0.12
H 1.09 0.56 -1.32 0.13
H 1.17 -2.20 -2.16 0.12
H -0.18 -1.08 -2.29 0.12
H 2.36 3.16 0.41 0.11
H 1.69 4.99 -1.15 0.11
H -0.59 5.01 -2.08 0.11
H -2.20 3.24 -1.48 0.11
H -1.51 1.43 0.07 0.09
H -2.42 0.23 2.05 0.09
H -4.79 1.40 2.51 0.10
H -6.40 0.58 0.46 0.12
```